Computed, not measured: 3 unconnected molecules or ions with the total composition C43H76Cl2N8O8P4 in a non-equilibrium geometry, with ωB97M-V/def2-TZVPD.

Values from the calculation:
Energy, eV: -136322.8856
Lowest unoccupied orbital energy, eV: -0.45
SMILES: CCCCCc1c(N(C)C(C)=O)cc2c(c1N=C(C)C)C(=O)c1c(cc(OC[C@H](C)C(C)C)c(P(O)Cl)c1P(O)Cl)C2=O.CN(C)P(=O)(N(C)C)N(C)C.CN(C)P(=O)(N(C)C)N(C)C

Last column: Löwdin charge in e.
Positions of all 141 atoms, in Å:
C: 6.0882 0.8573 -2.3994  -0.1053
C: 6.6652 -0.5366 -2.0106  -0.2419
C: 5.7117 -1.3878 -1.1300  -0.2079
C: 5.0794 -2.5786 -1.8820  -0.1811
C: 4.2242 -2.0479 -3.0748  -0.1035
C: 2.8182 -2.6331 -3.1805  -0.0620
C: 2.3930 -3.0141 -4.4436  -0.1712
N: 3.2441 -2.8496 -5.6038  -0.0804
C: 3.3630 -4.0750 -6.4076  -0.0523
C: 2.7344 -1.7128 -6.3567  -0.4224
C: 1.5021 -1.7629 -7.2649  -0.0026
O: 3.2959 -0.6464 -6.2233  0.1038
C: 1.1192 -3.5564 -4.6213  0.0425
C: 0.3059 -3.6755 -3.5309  -0.0908
C: 0.6773 -3.2836 -2.2460  -0.0154
C: 1.9627 -2.7578 -2.0696  -0.1579
N: 2.3517 -2.3305 -0.7765  0.1654
C: 2.2080 -1.0745 -0.5776  -0.3930
C: 2.8190 -0.4374 0.6463  -0.0695
C: 1.4062 -0.1595 -1.5051  -0.0309
C: -0.3649 -3.4449 -1.1307  -0.2693
O: -0.0923 -3.8506 -0.0244  0.1128
C: -1.7916 -3.0830 -1.5683  -0.0796
C: -2.1324 -3.4737 -2.8635  -0.0712
C: -3.3567 -3.1874 -3.4131  0.0737
C: -4.2789 -2.4684 -2.6702  -0.2874
O: -5.4666 -2.1706 -3.2715  -0.0424
C: -5.5629 -0.8206 -3.7468  -0.1518
C: -4.3342 -0.3042 -4.5349  -0.3034
C: -3.3776 0.5316 -3.6275  -0.0543
C: -4.7602 0.6535 -5.7065  -0.3910
C: -5.8462 1.6877 -5.2939  -0.0568
C: -5.1474 -0.2093 -6.9283  -0.0729
C: -3.9670 -2.0985 -1.3626  -0.3329
P: -5.1245 -1.1901 -0.2192  0.6494
O: -6.6434 -1.1115 -0.8859  -0.3383
Cl: -4.3422 0.7764 -0.1638  0.2186
C: -2.7209 -2.3896 -0.7881  -0.3229
P: -2.4387 -1.7917 0.9664  0.5673
O: -2.3249 -3.1569 1.8909  -0.3139
Cl: -0.5787 -0.8692 1.0420  0.3610
C: -1.0926 -4.2212 -3.6781  -0.2619
O: -1.3578 -5.1902 -4.3599  0.1313
H: 5.5242 0.7228 -3.3355  0.0614
H: 6.8775 1.5937 -2.5899  0.0648
H: 5.3790 1.2382 -1.6532  0.0634
H: 7.5870 -0.3379 -1.4447  0.0944
H: 6.9784 -1.0437 -2.9332  0.1034
H: 4.9422 -0.7319 -0.7154  0.0670
H: 6.3038 -1.7977 -0.2988  0.1079
H: 5.9089 -3.1938 -2.2673  0.1088
H: 4.5208 -3.2284 -1.2022  0.0970
H: 4.1066 -0.9601 -2.9382  0.1020
H: 4.7656 -2.1749 -4.0147  0.1120
H: 2.6333 -4.1480 -7.2300  0.0755
H: 3.3075 -4.9897 -5.8125  0.1007
H: 4.3504 -4.0474 -6.8928  0.0914
H: 1.6743 -1.2992 -8.2384  0.0888
H: 1.1347 -2.7809 -7.4511  0.0564
H: 0.6933 -1.2628 -6.7164  0.0937
H: 0.7309 -3.8807 -5.5825  0.1250
H: 2.0478 0.0463 1.2592  0.0366
H: 3.3095 -1.1678 1.2984  0.0957
H: 3.5237 0.3379 0.3206  0.0677
H: 1.9532 0.0080 -2.4447  0.0904
H: 0.4211 -0.5655 -1.7575  0.0647
H: 1.2486 0.7942 -0.9883  0.0800
H: -3.5556 -3.5378 -4.4239  0.1474
H: -5.8158 -0.0883 -2.9706  0.0936
H: -6.4084 -0.8171 -4.4497  0.1301
H: -3.7808 -1.1152 -5.0294  0.1284
H: -2.7522 -0.1631 -3.0460  0.0681
H: -2.7048 1.1657 -4.2124  0.0795
H: -3.9864 1.1137 -2.9285  0.0356
H: -3.8428 1.1971 -5.9644  0.1156
H: -6.7908 1.4566 -5.7975  0.0780
H: -5.9364 1.7830 -4.2074  0.0683
H: -5.5137 2.6712 -5.6554  0.0784
H: -5.5994 0.3671 -7.7425  0.0775
H: -4.2225 -0.6568 -7.3250  0.0776
H: -5.7645 -1.0539 -6.5932  0.0788
H: -6.9107 -0.1825 -0.8032  0.0379
H: -3.2551 -3.4076 2.0155  0.0530
O: 3.8846 2.6897 1.4836  -0.3043
P: 4.0200 3.6538 2.6392  0.7145
N: 5.6063 4.2224 2.2491  -0.3113
C: 6.6838 4.5269 3.1685  -0.1304
C: 5.7190 4.9414 0.9823  -0.1373
N: 4.0794 2.4612 3.8807  -0.3269
C: 5.0878 2.3796 4.9188  -0.1436
C: 3.6443 1.1163 3.5273  -0.1413
N: 3.7669 4.8770 3.8730  -0.2710
C: 2.4811 4.6890 4.6001  -0.1284
C: 3.7116 6.2638 3.3545  -0.1324
H: 6.4664 5.3575 3.8548  0.0746
H: 7.5866 4.8027 2.6209  0.0787
H: 6.9749 3.6595 3.7557  0.0547
H: 5.2816 5.9483 1.0276  0.0623
H: 5.2082 4.3981 0.1852  0.0687
H: 6.7589 5.0392 0.6705  0.0775
H: 6.0016 1.8897 4.5599  0.0817
H: 4.7137 1.7930 5.7645  0.0788
H: 5.3377 3.3555 5.3322  0.0704
H: 4.4173 0.5757 2.9679  0.0859
H: 2.7352 1.1437 2.9355  0.0504
H: 3.4034 0.5398 4.4249  0.0849
H: 1.6223 4.7483 3.9249  0.0837
H: 2.3719 5.4531 5.3716  0.0804
H: 2.4402 3.7316 5.1111  0.0702
H: 2.9989 6.3670 2.5320  0.0878
H: 4.6870 6.6044 3.0109  0.0611
H: 3.4240 6.9546 4.1468  0.0816
O: -4.8767 -1.2544 3.7444  -0.3200
P: -4.8405 -0.2810 4.8990  0.7122
N: -3.2827 0.3859 4.5600  -0.3027
C: -2.2555 0.7588 5.5106  -0.1283
C: -3.1754 1.1083 3.2944  -0.1644
N: -4.7461 -1.4657 6.1469  -0.3314
C: -3.7678 -1.4789 7.2164  -0.1459
C: -5.0823 -2.8394 5.7913  -0.1408
N: -5.2112 0.9257 6.1202  -0.2717
C: -6.5054 0.6579 6.8056  -0.1295
C: -5.3368 2.3048 5.5949  -0.1334
H: -2.5457 1.5757 6.1874  0.0739
H: -1.3554 1.0897 4.9891  0.0777
H: -1.9284 -0.0876 6.1096  0.0551
H: -3.6773 2.0865 3.3264  0.0642
H: -3.6290 0.5364 2.4857  -0.0082
H: -2.1357 1.2713 3.0083  0.0665
H: -2.8137 -1.9106 6.8891  0.0818
H: -4.1301 -2.0849 8.0537  0.0778
H: -3.5939 -0.4873 7.6315  0.0698
H: -4.2599 -3.3368 5.2627  0.0824
H: -5.9734 -2.8782 5.1696  0.0693
H: -5.3118 -3.4178 6.6906  0.0779
H: -7.3437 0.6616 6.1025  0.0836
H: -6.6881 1.4148 7.5704  0.0800
H: -6.5024 -0.2993 7.3184  0.0701
H: -6.0271 2.3613 4.7489  0.0874
H: -4.3740 2.7055 5.2820  0.0606
H: -5.6936 2.9776 6.3747  0.0811

Cartesian forces (eV/Å) of the 6 atoms listed first:
-0.2672 -0.7590 -0.5755
0.1208 0.9616 0.3866
0.5809 -0.6350 -0.2815
0.3393 0.4329 -0.2760
-0.2314 0.0299 0.9530
1.3445 0.2753 -0.1679

Computed, not measured: a molecular structure, C43H76FN3O24S in a non-equilibrium geometry, with ωB97M-V/def2-TZVPD.

Values from the calculation:
Energy, eV: -112986.3765
Lowest unoccupied orbital energy, eV: -0.56

Last column: Löwdin charge in e.
Positions of all 148 atoms, in Å:
C: -8.0131 -3.6000 -1.3822  -0.1022
C: -8.0685 -2.0350 -1.5592  -0.2276
C: -8.2219 -1.6104 -3.0502  -0.2133
C: -6.8523 -1.4643 -3.7883  -0.1971
C: -6.3290 -2.8601 -4.2590  -0.1953
C: -4.8229 -3.0751 -3.9475  -0.1959
C: -4.4759 -2.9424 -2.4281  -0.1826
C: -2.9610 -2.5905 -2.3256  -0.1445
C: -2.5106 -2.1767 -0.9160  -0.1424
C: -2.0599 -0.8086 -0.7566  0.0112
C: -1.6065 -0.2625 0.4196  -0.1468
C: -1.2173 1.2227 0.3752  -0.0823
C: -0.5031 1.7951 1.6090  -0.4283
C: 0.9851 2.1121 1.4789  -0.0308
N: -1.0735 2.0581 2.7168  0.1310
C: -1.5867 -1.1471 1.5522  -0.2804
N: -1.1650 -0.8384 2.8142  -0.2073
S: -1.3519 -2.2338 3.6013  0.9927
N: -1.9855 -3.2745 2.5347  -0.2029
C: -2.0449 -2.5308 1.3956  -0.3078
C: -2.5338 -3.0575 0.1424  -0.1240
C: -3.0313 -4.5016 0.0106  -0.0948
C: -4.4347 -4.7069 0.6670  -0.1595
F: -5.0977 -3.4701 0.7066  -0.0831
H: -8.4746 -4.0517 -2.2764  0.0606
H: -8.6145 -3.9329 -0.5227  0.0667
H: -6.9571 -3.8956 -1.2923  0.0408
H: -7.1251 -1.6396 -1.1519  0.0907
H: -8.9586 -1.6744 -1.0180  0.0971
H: -8.8143 -2.3453 -3.6229  0.1059
H: -8.7000 -0.6130 -3.0886  0.1020
H: -7.0382 -0.8824 -4.7115  0.0981
H: -6.1137 -0.8895 -3.2059  0.1022
H: -6.4390 -2.9135 -5.3590  0.1041
H: -6.8981 -3.7115 -3.8540  0.0936
H: -4.2060 -2.3324 -4.4871  0.1061
H: -4.5102 -4.0704 -4.3165  0.1131
H: -5.0473 -2.1435 -1.9372  0.1008
H: -4.6428 -3.9191 -1.9510  0.0864
H: -2.7938 -1.7240 -2.9928  0.1047
H: -2.2926 -3.3936 -2.6810  0.1277
H: -2.1020 -0.1646 -1.6440  0.1256
H: -0.5492 1.3566 -0.4969  0.1052
H: -2.1186 1.8274 0.1756  0.1307
H: 1.5496 1.2705 1.0481  0.0677
H: 1.4151 2.5103 2.4047  0.0665
H: 1.0405 2.9369 0.7340  0.0867
H: -2.0650 1.8079 2.6044  0.0521
H: -3.0971 -4.8056 -1.0435  0.0976
H: -2.3369 -5.1761 0.5404  0.1194
H: -4.3561 -5.0524 1.7116  0.1162
H: -5.0604 -5.4075 0.0880  0.1152
C: 2.0445 0.6033 4.7687  -0.0259
O: 2.7691 1.8088 4.5010  -0.0037
C: 3.9210 1.9240 5.1569  -0.6059
O: 4.3848 1.1242 5.9294  0.1091
O: 4.4794 3.0866 4.8113  0.0061
C: 5.7327 3.3450 5.4452  -0.0375
H: 1.1319 0.6362 4.1767  0.0695
H: 2.6264 -0.2687 4.4704  0.1016
H: 1.7762 0.5435 5.8228  0.1009
H: 6.4646 2.5845 5.1756  0.0994
H: 5.6139 3.3949 6.5269  0.0989
H: 6.0833 4.3101 5.0870  0.0855
C: 5.6681 -1.5252 6.7794  -0.0340
O: 7.0297 -1.9722 6.7103  0.0125
C: 7.2954 -2.7658 5.6781  -0.6105
O: 6.5069 -3.1182 4.8356  0.1142
O: 8.5882 -3.1056 5.7384  0.0081
C: 9.0182 -3.9655 4.6847  -0.0393
H: 5.5774 -0.8896 7.6557  0.0953
H: 5.4089 -0.9423 5.9017  0.0735
H: 4.9927 -2.3732 6.8912  0.0997
H: 8.8971 -3.4788 3.7192  0.0784
H: 8.4713 -4.9080 4.7110  0.1026
H: 10.0741 -4.1741 4.8385  0.0958
C: 8.7602 -3.4664 -2.7740  -0.0375
O: 8.8020 -3.1035 -1.3935  0.0100
C: 7.8547 -3.6743 -0.6487  -0.6035
O: 7.0078 -4.4361 -1.0437  0.0925
O: 8.0014 -3.2535 0.6077  0.0151
C: 7.0396 -3.7912 1.5254  -0.0187
H: 9.5732 -2.9424 -3.2703  0.0933
H: 8.9091 -4.5389 -2.8947  0.0978
H: 7.8175 -3.1578 -3.2247  0.0983
H: 7.1232 -4.8767 1.5766  0.1087
H: 6.0307 -3.4975 1.2412  0.0925
H: 7.2499 -3.3835 2.5077  0.0548
C: 3.3831 6.7617 -2.1578  -0.0351
O: 2.4364 6.1109 -1.3064  0.0019
C: 2.1371 6.7945 -0.2010  -0.6238
O: 2.5869 7.8663 0.1099  0.1214
O: 1.2537 6.0827 0.5008  -0.0055
C: 0.8397 6.6964 1.7226  -0.0372
H: 3.5439 6.1138 -3.0159  0.0927
H: 2.9923 7.7165 -2.5075  0.0983
H: 4.3324 6.9028 -1.6419  0.0950
H: 0.3469 7.6480 1.5273  0.0977
H: 1.6888 6.8345 2.3908  0.0968
H: 0.1282 6.0241 2.1962  0.0934
C: 9.4410 9.2878 -0.2377  -0.0431
O: 8.8829 8.8832 1.0123  0.0048
C: 7.8184 8.0858 0.9036  -0.6200
O: 7.3236 7.7047 -0.1248  0.1203
O: 7.3993 7.7851 2.1337  0.0071
C: 6.2561 6.9309 2.1668  -0.0369
H: 10.2927 9.9272 -0.0190  0.0926
H: 9.7876 8.4231 -0.8024  0.0973
H: 8.7150 9.8569 -0.8171  0.0978
H: 6.4782 5.9732 1.6966  0.0988
H: 5.4041 7.4081 1.6824  0.0936
H: 6.0065 6.7539 3.2104  0.0881
C: -8.7436 -3.0836 -9.2589  -0.0414
O: -8.9572 -1.7326 -9.6682  0.0060
C: -8.7289 -0.8294 -8.7134  -0.6212
O: -8.3734 -1.0653 -7.5887  0.1166
O: -8.9636 0.3807 -9.2230  0.0059
C: -8.7572 1.4532 -8.3031  -0.0412
H: -8.9600 -3.7182 -10.1147  0.0928
H: -7.7065 -3.2365 -8.9623  0.0967
H: -9.4172 -3.3504 -8.4453  0.0977
H: -7.7207 1.4792 -7.9688  0.0974
H: -9.4313 1.3652 -7.4519  0.0978
H: -8.9782 2.3778 -8.8305  0.0929
C: -4.9960 -1.5300 2.9564  -0.0382
O: -5.5159 -0.3697 2.3010  0.0139
C: -6.1498 0.4794 3.1078  -0.6204
O: -6.3098 0.3470 4.2926  0.1267
O: -6.5792 1.5092 2.3706  -0.0009
C: -7.2821 2.5051 3.1124  -0.0461
H: -4.5098 -2.1353 2.2086  0.0520
H: -4.2604 -1.2455 3.7104  0.0854
H: -5.8003 -2.1118 3.4057  0.1080
H: -6.6377 2.9455 3.8726  0.0975
H: -8.1781 2.0851 3.5679  0.0974
H: -7.5773 3.2821 2.4111  0.0915
C: 4.3057 -4.0360 -1.4092  -0.0341
O: 3.7477 -2.9470 -2.1572  0.0162
C: 3.0505 -2.0914 -1.4143  -0.6176
O: 2.8764 -2.1668 -0.2252  0.1228
O: 2.5769 -1.1266 -2.2103  0.0092
C: 1.8198 -0.1392 -1.5139  -0.0491
H: 4.8532 -4.6645 -2.1024  0.0911
H: 4.9912 -3.6702 -0.6592  0.0595
H: 3.5136 -4.6288 -0.9499  0.1047
H: 2.4409 0.3678 -0.7768  0.0867
H: 0.9471 -0.5883 -1.0375  0.0830
H: 1.4788 0.5923 -2.2439  0.0981

Cartesian forces (eV/Å) of the 6 atoms listed first:
-0.2274 0.8132 -0.4058
-0.4633 -1.0966 -0.5329
1.1384 0.7616 0.2571
-0.9347 -0.6708 -0.7459
1.0177 0.2575 -0.2752
-0.3244 0.1487 0.4856